Entry i
The following is a DFT calculation (ωB97M-V/def2-TZVPD) of a 21-piece molecular cluster, C42H126O42 overall.

Geometry as XYZ:
```
210
Properties=species:S:1:pos:R:3:lowdin_charge:R:1
C -0.40 -1.13 6.71 -0.23
C 0.14 -1.05 5.27 -0.21
O -0.82 -0.83 4.23 -0.07
O -1.04 -2.38 6.84 -0.05
H -1.02 -0.27 6.97 0.11
H 0.48 -1.05 7.34 0.12
H 0.66 -1.96 5.00 0.12
H 0.95 -0.33 5.41 0.10
H -1.51 -0.25 4.58 0.06
H -1.82 -2.41 6.29 0.08
C 2.90 1.20 -3.84 -0.24
C 2.38 2.44 -3.12 -0.21
O 3.07 2.73 -1.93 -0.06
O 2.68 -0.02 -3.21 -0.08
H 3.96 1.21 -4.09 0.13
H 2.30 1.19 -4.75 0.12
H 1.37 2.11 -2.85 0.11
H 2.25 3.31 -3.77 0.10
H 2.86 2.01 -1.33 0.05
H 3.10 0.07 -2.35 0.03
C 2.56 6.18 -4.51 -0.25
C 1.04 6.12 -4.73 -0.26
O 0.51 6.48 -6.00 -0.05
O 3.21 5.28 -5.36 -0.04
H 2.85 5.95 -3.49 0.12
H 2.82 7.22 -4.68 0.12
H 0.62 6.88 -4.07 0.11
H 0.63 5.20 -4.31 0.10
H 0.90 7.30 -6.29 0.09
H 3.06 5.60 -6.26 0.09
C 3.99 -3.55 4.83 -0.19
C 3.06 -4.78 4.80 -0.23
O 2.37 -4.84 3.58 -0.06
O 4.26 -3.24 6.25 -0.07
H 3.50 -2.77 4.25 0.11
H 4.88 -3.66 4.22 0.08
H 2.41 -4.73 5.67 0.13
H 3.65 -5.68 4.92 0.12
H 1.48 -5.14 3.78 0.10
H 4.76 -2.42 6.29 0.07
C -4.17 -5.93 3.65 -0.21
C -3.43 -6.34 2.35 -0.22
O -3.17 -5.26 1.47 -0.09
O -3.62 -4.78 4.31 -0.08
H -4.27 -6.77 4.33 0.12
H -5.16 -5.67 3.27 0.11
H -3.95 -7.12 1.78 0.12
H -2.43 -6.67 2.64 0.11
H -2.75 -4.55 1.97 0.03
H -3.98 -3.96 3.95 0.01
C -4.18 1.36 4.58 -0.24
C -3.55 2.25 3.42 -0.19
O -4.59 2.69 2.51 -0.09
O -3.27 0.66 5.37 -0.08
H -4.96 0.69 4.21 0.11
H -4.67 2.08 5.23 0.11
H -2.87 1.64 2.83 0.10
H -3.03 3.10 3.86 0.11
H -4.19 3.16 1.77 0.02
H -3.80 0.10 5.94 0.10
C -5.10 1.77 -1.03 -0.17
C -4.20 3.00 -1.17 -0.23
O -3.86 3.58 0.05 -0.07
O -5.42 1.01 -2.21 -0.07
H -6.05 2.06 -0.59 0.13
H -4.59 1.11 -0.32 0.12
H -4.61 3.76 -1.83 0.13
H -3.29 2.65 -1.66 0.10
H -3.29 4.33 -0.13 0.05
H -6.35 1.04 -2.41 0.11
C -0.60 -0.62 0.00 -0.22
C -0.84 0.70 -0.70 -0.15
O -0.22 1.83 -0.08 -0.09
O 0.54 -1.29 -0.49 -0.07
H -1.40 -1.30 -0.28 0.11
H -0.48 -0.55 1.08 0.13
H -1.90 0.96 -0.70 0.12
H -0.51 0.53 -1.72 0.12
H -0.47 2.61 -0.58 0.04
H 0.76 -2.02 0.08 0.04
C 2.76 -3.94 -2.90 -0.27
C 3.70 -3.51 -4.03 -0.22
O 4.31 -2.23 -3.83 -0.08
O 2.45 -5.29 -3.03 -0.05
H 1.93 -3.24 -2.93 0.10
H 3.25 -3.78 -1.94 0.11
H 3.08 -3.43 -4.92 0.11
H 4.48 -4.26 -4.19 0.12
H 3.68 -1.55 -3.60 0.03
H 2.22 -5.66 -2.18 0.04
C -0.70 5.78 0.18 -0.16
C -0.31 5.41 -1.27 -0.16
O -0.66 4.04 -1.56 -0.08
O -2.13 5.68 0.45 -0.07
H -0.37 6.79 0.37 0.13
H -0.21 5.04 0.82 0.11
H 0.78 5.45 -1.32 0.10
H -0.75 6.07 -2.03 0.11
H -0.86 3.91 -2.49 0.06
H -2.24 6.08 1.32 0.09
C 5.07 0.39 -0.32 -0.21
C 6.00 0.88 -1.48 -0.18
O 7.34 1.00 -0.94 -0.07
O 3.80 0.10 -0.81 -0.09
H 4.88 1.19 0.39 0.12
H 5.61 -0.43 0.16 0.12
H 5.72 1.86 -1.85 0.11
H 5.88 0.22 -2.34 0.11
H 7.48 0.36 -0.24 0.06
H 3.30 0.01 0.01 0.08
C -4.03 -3.22 -1.34 -0.23
C -4.79 -2.09 -2.12 -0.19
O -3.85 -1.08 -2.39 -0.09
O -3.12 -3.86 -2.17 -0.07
H -4.72 -4.00 -1.02 0.12
H -3.53 -2.83 -0.45 0.10
H -5.62 -1.67 -1.56 0.11
H -5.20 -2.59 -3.00 0.12
H -4.41 -0.30 -2.39 0.02
H -2.55 -3.17 -2.51 0.03
C -0.17 -4.28 0.71 -0.16
C 0.26 -4.83 -0.63 -0.21
O 1.39 -5.68 -0.59 -0.07
O 0.90 -3.45 1.26 -0.08
H -0.34 -5.08 1.44 0.12
H -1.08 -3.69 0.60 0.11
H 0.40 -3.99 -1.32 0.10
H -0.45 -5.48 -1.13 0.13
H 2.09 -5.26 -0.09 0.03
H 1.58 -4.06 1.56 0.04
C 1.95 1.07 2.59 -0.15
C 1.20 2.24 3.32 -0.22
O -0.12 2.55 2.85 -0.06
O 2.11 1.39 1.16 -0.09
H 1.39 0.16 2.77 0.10
H 2.94 0.98 3.04 0.12
H 1.81 3.14 3.22 0.09
H 1.20 2.12 4.40 0.11
H -0.12 2.43 1.90 0.04
H 1.23 1.40 0.78 0.02
C -2.76 4.65 -4.99 -0.19
C -2.86 3.13 -4.80 -0.24
O -1.93 2.50 -3.93 -0.07
O -3.08 5.38 -3.77 -0.09
H -3.41 5.00 -5.79 0.12
H -1.72 4.94 -5.15 0.10
H -2.69 2.65 -5.77 0.12
H -3.90 2.85 -4.67 0.12
H -1.81 1.69 -4.43 0.05
H -2.72 6.26 -3.83 0.07
C 0.05 6.60 5.42 -0.28
C 0.38 5.56 4.38 -0.22
O 1.22 6.16 3.38 -0.08
O 0.95 6.97 6.41 -0.05
H -0.78 6.24 6.03 0.12
H -0.34 7.48 4.90 0.12
H -0.53 5.09 4.01 0.11
H 1.01 4.82 4.87 0.12
H 1.64 5.51 2.82 0.03
H 0.53 7.61 6.98 0.09
C -0.50 -1.68 -4.16 -0.19
C -1.77 -1.42 -5.00 -0.18
O -2.39 -0.26 -4.44 -0.10
O -1.01 -2.10 -2.90 -0.09
H 0.09 -0.77 -4.06 0.11
H 0.20 -2.41 -4.56 0.11
H -2.47 -2.27 -4.98 0.11
H -1.54 -1.21 -6.04 0.12
H -2.76 -0.58 -3.61 0.03
H -0.35 -2.01 -2.21 0.05
C -1.72 -6.99 -5.19 -0.26
C -0.96 -5.78 -4.59 -0.22
O -1.80 -4.65 -4.66 -0.07
O -2.01 -6.86 -6.56 -0.05
H -2.59 -7.18 -4.55 0.12
H -1.15 -7.91 -5.07 0.11
H -0.13 -5.52 -5.26 0.12
H -0.69 -5.92 -3.54 0.11
H -2.26 -4.69 -3.82 0.04
H -1.21 -7.28 -6.90 0.08
C -4.88 -2.36 2.55 -0.21
C -3.53 -1.61 2.56 -0.18
O -2.44 -2.50 2.87 -0.09
O -5.34 -2.87 3.80 -0.06
H -4.81 -3.15 1.80 0.11
H -5.60 -1.66 2.12 0.12
H -3.56 -0.80 3.30 0.09
H -3.19 -1.14 1.64 0.11
H -1.71 -1.96 3.16 0.04
H -6.29 -2.69 3.75 0.10
C 4.93 -4.74 0.23 -0.18
C 6.00 -4.76 1.31 -0.22
O 5.93 -3.57 2.12 -0.07
O 3.58 -4.87 0.74 -0.09
H 5.15 -5.45 -0.56 0.13
H 4.92 -3.76 -0.25 0.12
H 6.96 -4.86 0.80 0.12
H 5.90 -5.67 1.89 0.12
H 6.58 -3.68 2.81 0.08
H 3.62 -4.97 1.69 0.07
C 3.94 6.98 0.90 -0.22
C 3.34 5.63 0.29 -0.21
O 2.68 4.83 1.22 -0.07
O 2.95 7.86 1.33 -0.07
H 4.58 7.57 0.24 0.12
H 4.55 6.81 1.78 0.12
H 4.26 5.09 0.08 0.11
H 2.81 5.69 -0.66 0.09
H 2.85 3.93 0.96 0.08
H 2.63 7.41 2.11 0.05
```

Properties
Kohn-Sham gap, Eh: 0.337

Entry ii
The following is a DFT calculation (ωB97M-V/def2-TZVPD) of a 21-piece molecular cluster, C42H126O42 overall.

Geometry as XYZ:
```
210
Properties=species:S:1:pos:R:3:lowdin_charge:R:1
C 18.45 16.17 24.48 -0.23
C 19.77 15.64 24.99 -0.27
O 20.26 16.28 26.12 -0.06
O 18.50 17.50 23.96 -0.07
H 17.75 16.13 25.31 0.12
H 18.00 15.47 23.78 0.10
H 20.51 15.98 24.26 0.12
H 19.83 14.57 25.16 0.13
H 21.06 15.80 26.34 0.09
H 17.62 17.77 23.71 0.01
C 14.29 19.07 25.15 -0.22
C 14.80 18.13 24.14 -0.25
O 16.10 18.44 23.75 -0.06
O 14.02 20.35 24.58 -0.06
H 15.01 19.14 25.96 0.13
H 13.39 18.72 25.65 0.13
H 14.05 17.87 23.40 0.14
H 15.00 17.26 24.77 0.13
H 16.03 19.27 23.27 0.06
H 14.34 20.98 25.23 0.11
C 14.67 11.61 15.85 -0.20
C 14.40 10.40 16.78 -0.20
O 15.56 10.18 17.61 -0.07
O 13.42 12.09 15.31 -0.05
H 15.40 11.31 15.10 0.12
H 15.19 12.31 16.50 0.09
H 14.08 9.51 16.24 0.13
H 13.57 10.68 17.43 0.10
H 15.56 9.26 17.89 0.09
H 13.44 11.74 14.42 0.10
C 22.07 17.18 16.36 -0.28
C 22.40 18.53 15.85 -0.27
O 22.37 18.66 14.46 -0.04
O 22.75 16.09 15.86 -0.05
H 21.04 16.97 16.06 0.11
H 22.12 17.07 17.45 0.13
H 23.42 18.69 16.20 0.12
H 21.79 19.35 16.22 0.12
H 22.82 17.85 14.19 0.08
H 23.49 15.89 16.44 0.10
C 12.68 10.41 20.59 -0.22
C 11.75 9.70 19.62 -0.25
O 12.23 8.40 19.27 -0.06
O 12.64 9.92 21.94 -0.08
H 12.47 11.47 20.72 0.10
H 13.69 10.38 20.19 0.12
H 11.79 10.18 18.64 0.10
H 10.69 9.80 19.85 0.12
H 12.21 7.97 20.13 0.08
H 11.81 10.10 22.39 0.08
C 11.67 18.90 17.31 -0.21
C 11.86 20.24 16.53 -0.20
O 13.17 20.45 15.95 -0.09
O 11.00 17.89 16.54 -0.06
H 11.11 19.19 18.20 0.11
H 12.69 18.60 17.50 0.10
H 11.83 21.09 17.21 0.10
H 11.07 20.38 15.79 0.12
H 13.24 20.03 15.09 0.07
H 10.61 17.35 17.24 0.05
C 11.85 15.09 14.58 -0.15
C 12.90 16.17 14.32 -0.25
O 14.19 15.71 14.10 -0.08
O 12.08 14.71 15.94 -0.11
H 11.81 14.29 13.84 0.13
H 10.90 15.64 14.54 0.13
H 13.04 16.83 15.17 0.11
H 12.57 16.87 13.55 0.11
H 14.75 16.39 14.49 0.03
H 12.63 13.96 15.72 0.05
C 17.77 11.75 18.87 -0.19
C 17.73 11.14 20.33 -0.20
O 18.82 10.25 20.59 -0.07
O 18.77 12.79 18.79 -0.09
H 16.80 12.21 18.70 0.09
H 17.92 10.98 18.11 0.11
H 16.75 10.73 20.57 0.11
H 17.83 11.94 21.05 0.09
H 19.60 10.57 20.13 0.07
H 18.44 13.58 19.22 0.06
C 9.50 13.77 17.82 -0.23
C 10.61 13.54 18.88 -0.21
O 11.80 13.21 18.19 -0.07
O 9.56 14.97 17.10 -0.08
H 8.52 13.88 18.28 0.11
H 9.47 12.97 17.08 0.12
H 10.37 12.72 19.56 0.11
H 10.66 14.42 19.52 0.11
H 12.04 13.94 17.62 0.03
H 10.39 15.10 16.65 0.03
C 21.59 14.63 20.41 -0.24
C 21.47 13.79 21.67 -0.23
O 21.47 12.38 21.41 -0.06
O 21.84 15.96 20.83 -0.06
H 20.65 14.46 19.89 0.10
H 22.43 14.34 19.78 0.12
H 20.55 13.97 22.24 0.11
H 22.24 14.13 22.36 0.11
H 22.30 12.07 21.04 0.09
H 21.35 16.59 20.30 0.03
C 17.02 13.72 13.46 -0.24
C 18.23 13.49 14.44 -0.21
O 18.66 14.71 15.03 -0.07
O 17.40 14.53 12.37 -0.04
H 16.26 14.14 14.12 0.09
H 16.50 12.84 13.11 0.12
H 19.07 13.12 13.85 0.11
H 17.98 12.70 15.15 0.11
H 19.42 15.03 14.54 0.09
H 17.53 15.43 12.66 0.08
C 13.12 21.23 21.48 -0.20
C 12.26 22.01 20.41 -0.22
O 12.06 23.32 20.88 -0.06
O 12.32 20.79 22.60 -0.08
H 13.94 21.82 21.88 0.10
H 13.66 20.39 21.04 0.10
H 11.35 21.47 20.18 0.10
H 12.88 22.13 19.52 0.10
H 11.72 23.90 20.19 0.08
H 12.91 20.45 23.28 0.01
C 18.18 17.04 20.62 -0.18
C 19.30 18.01 20.38 -0.22
O 20.07 17.58 19.30 -0.07
O 17.28 17.30 19.58 -0.08
H 17.68 17.31 21.55 0.12
H 18.47 15.99 20.65 0.13
H 19.98 18.03 21.23 0.12
H 19.02 19.07 20.34 0.12
H 19.69 17.88 18.47 0.07
H 17.57 16.89 18.76 0.05
C 17.74 21.34 23.00 -0.16
C 17.25 22.70 23.52 -0.24
O 17.03 23.60 22.46 -0.05
O 16.67 20.72 22.21 -0.11
H 17.98 20.72 23.86 0.12
H 18.56 21.52 22.30 0.12
H 18.12 23.11 24.03 0.12
H 16.41 22.48 24.18 0.12
H 16.12 23.91 22.41 0.09
H 16.35 21.29 21.50 0.03
C 13.24 15.65 9.59 -0.21
C 12.98 15.24 11.00 -0.25
O 13.99 14.35 11.53 -0.07
O 13.15 14.43 8.78 -0.08
H 14.23 16.07 9.42 0.12
H 12.51 16.34 9.17 0.12
H 12.07 14.64 10.94 0.12
H 12.78 16.08 11.66 0.10
H 14.18 14.70 12.41 0.03
H 13.69 13.74 9.18 0.07
C 14.57 16.07 18.40 -0.14
C 15.31 14.90 17.66 -0.15
O 16.74 15.15 17.57 -0.08
O 14.94 16.13 19.80 -0.10
H 13.51 15.86 18.24 0.11
H 14.77 17.04 17.94 0.11
H 15.00 14.79 16.62 0.10
H 15.06 13.98 18.18 0.11
H 17.09 14.62 16.86 0.07
H 15.76 16.63 19.89 0.02
C 21.80 13.02 16.79 -0.25
C 22.10 12.38 15.42 -0.25
O 23.12 11.41 15.53 -0.05
O 21.41 12.06 17.74 -0.06
H 21.13 13.87 16.77 0.11
H 22.79 13.37 17.10 0.10
H 22.45 13.13 14.72 0.11
H 21.22 11.96 14.93 0.11
H 23.96 11.84 15.34 0.08
H 20.82 12.50 18.35 0.03
C 16.67 18.62 15.66 -0.16
C 18.18 18.22 15.93 -0.16
O 18.28 17.19 16.92 -0.11
O 15.99 17.58 14.94 -0.09
H 16.63 19.54 15.08 0.12
H 16.07 18.79 16.55 0.11
H 18.77 19.03 16.34 0.11
H 18.61 17.90 14.98 0.11
H 17.73 16.41 16.76 0.03
H 16.33 17.50 14.04 0.09
C 15.78 14.07 22.53 -0.18
C 14.43 13.33 22.34 -0.21
O 13.53 14.14 21.55 -0.09
O 16.48 14.21 21.24 -0.08
H 16.46 13.45 23.11 0.11
H 15.57 14.95 23.14 0.11
H 13.82 13.12 23.22 0.12
H 14.55 12.38 21.82 0.10
H 13.98 14.88 21.13 0.03
H 16.26 15.06 20.85 0.03
C 9.90 18.62 21.52 -0.21
C 10.23 17.27 20.73 -0.23
O 9.64 17.32 19.47 -0.07
O 8.50 18.66 21.79 -0.07
H 10.10 19.49 20.89 0.09
H 10.60 18.75 22.34 0.10
H 9.81 16.44 21.29 0.12
H 11.32 17.24 20.70 0.11
H 8.80 16.86 19.48 0.09
H 7.99 18.33 21.05 0.07
C 15.72 20.81 19.04 -0.19
C 17.19 20.70 18.63 -0.25
O 17.63 21.41 17.49 -0.05
O 15.61 22.04 19.76 -0.09
H 15.49 20.01 19.75 0.11
H 15.04 20.76 18.19 0.12
H 17.44 19.64 18.55 0.09
H 17.86 21.06 19.41 0.12
H 18.44 21.79 17.81 0.09
H 15.77 22.80 19.19 0.10
```

Properties
Kohn-Sham gap, Eh: 0.341

Which of them is most stable, and which least? Most stable: entry i; least stable: entry ii.